ORCA calculation (the ωB97M-V functional and the def2-TZVPD basis) on a structure of composition C28H48N6O4PPdS3.

The HOMO-LUMO gap comes out at 7.27 eV. The net charge is +1. As for the LUMO energy: -0.10547 Ha. The highest occupied orbital energy comes out at -10.144 eV. Its total energy is -3388.74532 Eh.

CARTESIAN COORDINATES (ANGSTROEM)
H 1.911 4.696 1.131
H 0.103 0.564 4.006
C -3.536 1.172 -2.721
C -0.934 -1.119 -2.992
H 1.655 -5.187 -3.501
C 0.271 2.763 -1.241
H -6.674 0.447 -1.383
H 0.019 5.018 2.387
N -0.190 0.545 1.032
H 0.319 2.220 4.609
H 0.753 3.295 -2.066
C 1.112 2.971 0.031
H -1.128 -0.734 2.509
C 0.789 -1.428 -1.723
H 1.583 1.027 4.838
C 0.817 1.373 4.141
N -3.343 0.558 -1.577
C -5.640 0.576 -1.658
H 1.303 -0.800 0.206
C 2.473 2.341 -0.302
H 0.400 5.038 0.286
H -1.500 4.376 0.300
C -2.062 2.319 2.985
O 4.391 -4.994 -2.561
H -1.600 1.996 3.913
C -5.395 -0.940 1.106
C -4.430 -0.333 0.378
S -5.190 1.331 -3.120
H -2.383 1.198 -4.532
H -2.426 1.448 2.453
H -1.892 -0.771 -3.325
H 3.237 2.531 0.446
P 0.263 2.021 1.444
H 1.963 -6.988 -0.996
H 3.864 -8.608 -0.617
H -0.748 3.137 -1.165
H 2.697 -0.978 -0.898
H -1.857 -2.246 3.131
C -3.191 -0.924 2.143
H 1.946 -2.417 -0.231
C -2.452 1.730 -3.583
H 5.005 -7.418 -1.253
C -2.001 -1.172 2.998
C 1.822 -4.563 -2.625
C -0.148 -2.042 -3.598
H 2.956 0.656 1.548
S -4.742 -1.506 2.574
H -6.427 -1.102 0.843
H -2.867 4.169 1.378
N -3.184 -0.298 0.987
C 4.058 -7.543 -0.730
H 4.143 -7.099 0.261
C 2.919 -6.905 -1.515
H -2.923 2.940 3.246
O 3.203 -4.529 -0.426
H 2.410 -3.040 -4.049
O 0.307 -3.676 -5.109
C 2.385 0.526 2.463
H -2.383 2.835 0.333
Pd -1.610 0.351 -0.298
H 0.245 1.705 -1.506
N 0.952 -2.237 -2.796
H 2.825 2.777 -1.241
O -1.385 -2.370 -5.449
H 3.098 0.368 3.276
H -2.138 -0.729 3.986
C 2.109 -3.107 -3.010
C 1.517 1.743 2.825
C -4.532 0.245 -0.952
N -0.425 -2.748 -4.811
H -0.190 4.064 3.855
H 2.827 -7.323 -2.518
H -1.498 1.652 -3.066
H 1.772 -0.367 2.361
H 1.892 4.859 -0.618
C 1.329 4.475 0.238
C 1.740 -1.406 -0.588
H 0.964 -4.636 -1.957
H 3.098 3.177 2.284
H 2.914 -2.699 -2.404
C -1.125 3.149 2.098
C -2.004 3.660 0.943
H -2.647 2.779 -3.805
C 2.430 2.945 3.108
C -0.661 4.359 2.920
H 2.383 1.267 -0.446
S 3.237 -5.170 -1.720
N -0.339 -0.721 -1.832
H 1.878 3.846 3.366
H -1.545 4.947 3.182
H 3.058 2.692 3.966